{
  "formula": "C17H29AsBrOTl",
  "method": "ωB97M-V/def2-TZVPD",
  "de_lowest_kcal_mol": 1.0,
  "gap_ev": 7.3,
  "total_charge": 0,
  "energy_ha": -5722.67571,
  "species": ["Tl", "C", "C", "C", "C", "C", "C", "C", "Br", "C", "O", "C", "C", "C", "C", "C", "C", "H", "H", "H", "H", "H", "H", "H", "H", "H", "H", "H", "H", "H", "H", "H", "H", "H", "H", "H", "H", "C", "As", "C", "C", "H", "H", "H", "H", "H", "H", "H", "H", "H"],
  "coordinates": [[0.06090, 0.41870, 1.06770], [-4.83560, -1.43800, -4.95150], [-5.41800, -0.56790, -3.82920], [-6.27950, -1.43840, -2.90370], [-6.31320, 0.50230, -4.46190], [-4.26060, 0.00930, -3.02820], [-3.34950, -0.84430, -2.42280], [-2.30480, -0.31750, -1.70910], [-1.07600, -1.58610, -0.87050], [-2.05740, 1.05580, -1.48820], [-1.06440, 1.43440, -0.74820], [-2.98920, 1.91560, -2.13620], [-4.03550, 1.36820, -2.86580], [-2.93450, 3.44220, -2.08730], [-2.79140, 3.97700, -3.52360], [-4.24140, 3.96710, -1.46740], [-1.77680, 4.01150, -1.26340], [-5.62890, -1.85400, -5.56880], [-4.25850, -2.26300, -4.53950], [-4.18020, -0.84190, -5.58460], [-7.12350, -1.85380, -3.45070], [-6.66270, -0.84600, -2.07410], [-5.69860, -2.26400, -2.49720], [-7.10440, 0.01070, -5.02370], [-5.75150, 1.12990, -5.15100], [-6.77860, 1.13050, -3.70500], [-3.43820, -1.91520, -2.48640], [-4.73200, 2.04470, -3.33490], [-3.62800, 3.67690, -4.14950], [-1.87520, 3.59840, -3.97420], [-2.75170, 5.06450, -3.51030], [-5.11180, 3.66850, -2.04570], [-4.22100, 5.05420, -1.42660], [-4.35500, 3.58150, -0.45540], [-0.81700, 3.69380, -1.66440], [-1.84260, 3.69100, -0.22590], [-1.82580, 5.10080, -1.29530], [4.45240, -0.26850, -1.48100], [2.56240, 0.03690, -0.94820], [2.84330, 1.81230, -0.12810], [1.90450, 0.67920, -2.68360], [4.84660, 0.60210, -2.00360], [4.52570, -1.13650, -2.13780], [5.06030, -0.45590, -0.59520], [3.43870, 2.45580, -0.77340], [3.35990, 1.70900, 0.82600], [1.87880, 2.29480, 0.04520], [2.56730, 1.44340, -3.08820], [0.91150, 1.10220, -2.55050], [1.83400, -0.13900, -3.39770]]
}

***

{
  "formula": "C2H3N3OS",
  "method": "ωB97M-V/def2-TZVPD",
  "de_lowest_kcal_mol": 48.7,
  "gap_ev": 8.6,
  "total_charge": 0,
  "energy_ha": -715.61867,
  "species": ["O", "C", "N", "N", "N", "C", "S", "H", "H", "H"],
  "coordinates": [[0.98742, -1.58372, -0.39396], [0.49938, -0.34236, 0.02315], [0.89176, 0.61071, 0.91655], [0.02716, 1.60388, 1.08526], [-0.89743, 1.31360, 0.19467], [-0.61064, 0.19329, -0.47235], [-1.58163, -0.52755, -1.80204], [1.57392, -2.21195, 0.38864], [1.75175, 0.72475, 1.47654], [-2.64169, 0.21936, -1.41647]]
}